Below is a single C3H5BrO molecule, with properties calculated with ωB97M-V/def2-TZVPD.

## Properties
energy above the lowest of the compared OMol25 structures with the same formula, charge and spin	45.43	kcal per mole
SMILES	C[C@]1(Br)CO1
total charge	0
HOMO level	-9.9	eV
orbital gap	10.61	eV

Each line ends with the Löwdin charge.
CARTESIAN COORDINATES (ANGSTROEM)
1 C 0.3346 -0.1210 -1.3258  -0.315
2 C -0.4299 0.0599 -0.0451  -0.755
3 C 0.1214 -0.0395 1.3024  -0.128
4 O 0.3667 1.2586 -1.0044  -0.137
5 Br -2.3234 -0.0249 -0.3961  0.730
6 H 1.3124 -0.6307 -1.1607  0.112
7 H -0.1935 -0.3963 -2.3535  0.139
8 H 1.1068 0.6255 1.1963  0.141
9 H 0.1983 -1.1688 1.6707  0.131
10 H -0.4935 0.4371 2.1162  0.083

=====

Below is C20H19BrFeN3O2S3 as an isolated structure, with properties calculated with ωB97M-V/def2-TZVPD.

## Properties
spin multiplicity	5
energy above the lowest of the compared OMol25 structures with the same formula, charge and spin	7.93	kcal per mole
total charge	-1
expectation value of S²	6.12
HOMO level (alpha / beta)	-4.2 / -4.4	eV
orbital gap (alpha / beta)	6.38 / 5.74	eV

Each line ends with the Löwdin charge.
CARTESIAN COORDINATES (ANGSTROEM)
1 Fe 0.2561 0.3545 -0.0907  0.137
2 S 3.0304 3.6821 0.5393  0.399
3 C 2.0737 2.4549 0.0089  -1.803
4 S 2.5392 0.7758 -0.0615  0.482
5 S 0.4038 2.6045 -0.4566  0.500
6 Br -1.5464 -6.7210 6.7290  0.697
7 C -2.0780 -4.9080 6.5280  -0.701
8 C -1.7598 -3.9901 7.5213  -0.139
9 C -2.1491 -2.6760 7.3707  -0.030
10 C -2.8478 -2.2562 6.2255  -0.294
11 C -3.1660 -3.2055 5.2409  -0.011
12 C -2.7793 -4.5242 5.3956  -0.133
13 N -3.1552 -0.9139 6.1492  0.037
14 N -3.7686 -0.5286 5.0571  0.048
15 C -3.2056 -0.2310 3.8916  -0.259
16 C -4.0678 -0.0357 2.7819  -0.030
17 C -3.6086 0.1592 1.5031  -0.014
18 C -2.2294 0.1800 1.2046  -0.372
19 O -1.7714 0.2561 0.0123  -0.120
20 C -1.3272 0.0913 2.3319  -0.145
21 N -0.0158 0.1872 2.0236  0.071
22 C 0.8866 0.1781 2.9802  -0.097
23 C 0.5285 0.0733 4.3273  -0.034
24 C -0.7972 -0.0670 4.6619  0.005
25 C -1.7787 -0.0829 3.6557  -0.067
26 H -1.2133 -4.3065 8.3990  0.096
27 H -1.9130 -1.9386 8.1266  0.109
28 H -3.7193 -2.9059 4.3618  0.107
29 H -3.0229 -5.2545 4.6359  0.098
30 H -5.1313 -0.0865 2.9802  0.106
31 H -4.3011 0.2739 0.6788  0.112
32 H 1.9171 0.2767 2.6577  0.087
33 H 1.2968 0.1038 5.0873  0.103
34 H -1.0995 -0.1471 5.6963  0.099
35 C 0.7090 -0.9947 -2.4744  -0.086
36 C 1.1073 -1.9833 -1.3974  -0.292
37 O 0.1959 -2.0189 -0.2999  -0.207
38 C -1.0460 -2.6488 -0.6245  -0.261
39 C -1.6939 -3.1406 0.6496  -0.048
40 H 1.5837 -0.7428 -3.0744  0.088
41 H 0.3114 -0.0370 -2.1034  0.036
42 H -0.0712 -1.3926 -3.1275  0.081
43 H 2.0643 -1.7155 -0.9551  0.074
44 H 1.1961 -2.9881 -1.8300  0.117
45 H -0.8343 -3.4950 -1.2901  0.119
46 H -1.6933 -1.9418 -1.1490  0.115
47 H -1.0230 -3.8180 1.1794  0.083
48 H -2.6167 -3.6752 0.4173  0.081
49 H -1.9420 -2.3137 1.3114  0.058

=====

Below is a 4-piece molecular cluster, H8O4 overall, with properties calculated with ωB97M-V/def2-TZVPD.

## Properties
energy above the lowest of the compared OMol25 structures with the same formula, charge and spin	51.19	kcal per mole
SMILES	O.O.O.O
total charge	0
HOMO level	-10.5	eV
orbital gap	10.67	eV

Each line ends with the Löwdin charge.
CARTESIAN COORDINATES (ANGSTROEM)
1 O -36.3152 0.3589 66.3394  0.066
2 H -36.3871 -0.4874 66.1081  -0.007
3 H -35.4252 0.4557 66.2466  0.026
4 O -36.1103 0.3542 63.2027  0.009
5 H -36.9324 0.8028 62.8559  0.118
6 H -36.2910 -0.0812 63.9244  -0.072
7 O -38.1478 2.2748 65.4841  -0.077
8 H -37.5762 1.5580 65.6926  -0.057
9 H -38.2435 2.6695 66.3934  0.066
10 O -33.8359 1.6447 62.2718  -0.200
11 H -33.8902 1.5275 61.1922  0.120
12 H -34.5170 1.1533 62.8537  0.009

=====

Below is an isolated ion of composition C4H9NO2 and charge -1, with properties calculated with ωB97M-V/def2-TZVPD.

## Properties
spin multiplicity	2
energy above the lowest of the compared OMol25 structures with the same formula, charge and spin	29.42	kcal per mole
total charge	-1
expectation value of S²	0.75
HOMO level (alpha / beta)	0.1 / -3.1	eV
orbital gap (alpha / beta)	3.61 / 6.79	eV

Each line ends with the Löwdin charge.
CARTESIAN COORDINATES (ANGSTROEM)
1 O -2.7215 -0.4483 0.6128  -0.240
2 C -1.4718 -0.6578 0.3945  -0.438
3 C -0.5727 0.5132 -0.0030  -0.461
4 C -1.2213 1.2759 -1.1441  -0.113
5 N 0.7591 0.0375 -0.4106  -0.048
6 C 1.7353 -0.0703 0.6007  -0.349
7 O 2.8786 -0.7912 0.1339  -0.083
8 H -0.8885 -1.4392 0.9111  0.042
9 H -0.4401 1.1564 0.8874  0.116
10 H -2.2696 1.4134 -0.8893  0.058
11 H -0.7421 2.2576 -1.2624  0.060
12 H -1.1804 0.6413 -2.0272  0.066
13 H 1.0553 0.4012 -1.3025  0.100
14 H 2.1061 0.8749 1.0268  0.111
15 H 1.2777 -0.6369 1.4212  0.111
16 H 2.5450 -1.6730 -0.0447  0.069

=====

Below is a single C5H7NOS molecule, with properties calculated with ωB97M-V/def2-TZVPD.

## Properties
energy above the lowest of the compared OMol25 structures with the same formula, charge and spin	130.71	kcal per mole
SMILES	C=C(C)C(=S)/C=N\O
total charge	0
HOMO level	-8.8	eV
orbital gap	8.02	eV

Each line ends with the Löwdin charge.
CARTESIAN COORDINATES (ANGSTROEM)
1 C 0.4750 0.4939 -1.5964  -0.063
2 C -0.2193 -0.5577 -0.8345  -0.411
3 C 0.3098 -1.8116 -0.7896  0.060
4 C -1.1224 -0.2418 0.3646  -0.649
5 C -0.9323 1.0360 1.1936  -0.261
6 H 1.3536 0.7669 -1.0114  0.076
7 H 0.7298 -0.3327 -2.5702  0.172
8 H -0.2538 1.3282 -1.7535  0.090
9 H 1.0632 -2.0216 -1.4874  0.044
10 H 0.0841 -2.5289 0.0020  0.075
11 H -1.8395 1.5284 1.0703  0.065
12 H 1.6928 1.0462 2.8367  0.220
13 N 0.0027 1.5370 1.8688  -0.004
14 O 1.1900 0.7102 1.8420  -0.159
15 S -2.5337 -0.9525 0.8648  0.744

=====

Below is C12H30ClLi3N2O4 as an isolated structure, with properties calculated with ωB97M-V/def2-TZVPD.

## Properties
energy above the lowest of the compared OMol25 structures with the same formula, charge and spin	0.00	kcal per mole
total charge	+2
HOMO level	-14.8	eV
orbital gap	7.18	eV

Each line ends with the Löwdin charge.
CARTESIAN COORDINATES (ANGSTROEM)
1 Li 19.5336 11.3500 1.2138  0.623
2 Li 19.4736 10.6637 4.4213  0.616
3 Li 16.7022 10.2257 1.1626  0.785
4 Cl 17.8215 11.7148 2.8835  -0.255
5 C 21.9806 11.7251 5.2131  -0.051
6 O 20.6196 12.2001 5.0305  -0.295
7 C 19.9996 12.5100 6.2739  -0.197
8 C 19.5534 11.2257 6.9989  -0.190
9 N 18.4752 10.5532 6.2317  -0.126
10 C 17.1643 11.2270 6.4970  -0.180
11 C 16.0821 10.1616 6.4672  -0.223
12 O 16.5079 9.1619 7.3728  -0.207
13 C 15.5840 8.0738 7.4221  -0.068
14 H 22.2344 11.1956 4.2952  0.088
15 H 22.1575 11.0503 6.0490  0.095
16 H 22.5843 12.6223 5.3388  0.110
17 H 19.1794 13.2212 6.2002  0.134
18 H 20.7199 12.9917 6.9471  0.139
19 H 19.3189 11.3513 8.0597  0.140
20 H 20.3925 10.5204 7.0337  0.114
21 H 18.3713 9.6449 6.6876  0.105
22 H 16.9799 11.8883 5.6491  0.075
23 H 17.1824 11.7875 7.4284  0.133
24 H 15.9850 9.7191 5.4662  0.118
25 H 15.0808 10.5386 6.6919  0.136
26 H 14.6251 8.5119 7.7049  0.096
27 H 15.9179 7.3335 8.1406  0.097
28 H 15.4628 7.5570 6.4650  0.090
29 C 19.2524 14.2350 -2.3179  -0.089
30 O 18.8405 15.0232 -1.2312  -0.153
31 C 18.5010 14.3396 -0.0495  -0.220
32 C 19.6905 14.1093 0.8644  -0.215
33 N 20.6202 12.9754 0.5803  -0.132
34 C 21.8596 13.1776 1.3595  -0.184
35 C 22.9137 13.9377 0.5124  -0.218
36 O 22.7915 13.4878 -0.7982  -0.219
37 C 23.7501 14.0657 -1.6814  -0.055
38 H 19.5082 14.8894 -3.1470  0.103
39 H 18.4827 13.5393 -2.6721  0.093
40 H 20.1491 13.6403 -2.0949  0.072
41 H 17.9333 13.4111 -0.2202  0.110
42 H 17.8370 15.0293 0.4731  0.138
43 H 19.2309 13.9133 1.8422  0.067
44 H 20.2429 15.0386 1.0192  0.137
45 H 20.9211 13.0607 -0.3925  0.074
46 H 22.3130 12.1960 1.5496  0.108
47 H 21.6894 13.6243 2.3367  0.122
48 H 23.9006 13.7442 0.9535  0.136
49 H 22.7594 15.0286 0.5426  0.134
50 H 23.5321 13.7848 -2.7053  0.096
51 H 24.7605 13.7297 -1.4272  0.098
52 H 23.7292 15.1528 -1.5448  0.099

=====

- What is the energy above the lowest of the compared OMol25 structures with the same formula, charge and spin in the fifth record?
  130.71 kcal per mole

=====

- Look up the energy above the lowest of the compared OMol25 structures with the same formula, charge and spin of the fourth one.
  29.42 kcal per mole